42
Properties=species:S:1:pos:R:3:forces:R:3:mulliken_charge:R:1 method="wB97M-V/def2-TZVPD" energy_ev=-95355.70059 total_charge=+1 e_homo_ev=-11.92 de_lowest_kcal_mol=1.8 lumo_energy_ha=-0.1918 gap_ev=6.70
Co 0.527 0.621 -0.056 0.2 -0.7 0.8 -0.582
S 0.281 2.223 -1.456 0.1 0.5 -0.7 -0.063
C 1.732 1.453 -2.042 -0.4 0.0 0.3 0.381
N 1.992 0.440 -1.254 0.3 0.1 -0.3 0.383
C 3.147 -0.249 -1.626 -0.2 0.2 0.0 -0.031
C 3.695 -1.368 -1.017 0.1 -0.1 0.0 -0.717
C 4.851 -1.895 -1.562 -0.1 0.0 0.0 -0.645
C 5.447 -1.323 -2.689 0.0 0.0 0.0 -0.528
C 4.899 -0.210 -3.301 0.1 -0.1 0.0 -0.518
C 3.740 0.324 -2.756 0.0 0.1 -0.1 1.096
S 2.827 1.716 -3.326 0.1 -0.2 0.1 -0.147
H 3.227 -1.816 -0.151 0.0 0.0 0.0 0.393
H 5.299 -2.769 -1.110 0.0 0.0 0.0 0.390
H 6.349 -1.759 -3.095 0.0 0.0 0.0 0.395
H 5.360 0.227 -4.177 0.0 0.0 0.0 0.402
C 1.901 4.505 3.135 0.0 0.0 0.0 -1.098
C 2.637 3.169 2.982 0.0 0.0 0.0 -0.290
C 2.000 2.318 1.985 0.1 0.0 0.0 0.498
N 1.500 1.666 1.191 0.1 0.1 0.1 -0.055
H 2.392 5.087 3.912 0.0 0.0 0.0 0.336
H 0.864 4.350 3.424 0.0 0.0 0.0 0.347
H 1.927 5.074 2.208 0.0 0.0 0.0 0.336
H 2.652 2.609 3.919 0.0 0.0 0.0 0.291
H 3.672 3.312 2.668 0.0 0.0 0.0 0.277
O -1.136 0.621 0.869 -0.1 0.0 0.0 -0.670
C -1.515 -0.296 0.068 0.1 0.0 -0.2 1.614
O -0.657 -0.606 -0.831 -0.2 0.0 -0.1 -0.622
C -2.825 -0.945 0.158 0.0 0.0 0.0 0.080
C -3.707 -0.565 1.164 0.0 0.0 0.0 -0.662
C -4.934 -1.191 1.222 0.0 0.0 0.0 -0.176
C -5.315 -2.172 0.325 0.0 0.0 0.0 -0.276
C -4.406 -2.518 -0.657 0.2 -0.2 0.2 -0.213
C -3.166 -1.927 -0.767 0.0 0.0 0.0 -0.560
N -4.781 -3.570 -1.632 -0.5 1.0 -0.8 1.033
O -3.995 -3.780 -2.530 0.3 -0.4 0.2 -0.597
O -5.907 -4.002 -1.560 0.1 -0.4 0.3 -0.582
N -5.882 -0.797 2.290 -0.1 0.2 -0.2 1.056
O -6.959 -1.346 2.298 0.0 -0.1 0.0 -0.591
O -5.515 0.067 3.054 0.0 0.0 0.1 -0.608
H -3.450 0.198 1.884 0.0 0.0 0.0 0.646
H -6.282 -2.648 0.390 0.0 0.0 0.0 0.621
H -2.487 -2.225 -1.553 0.0 0.0 0.0 0.655